{
  "formula": "C4H16N5",
  "method": "ωB97M-V with the def2-TZVPD basis set",
  "charge": 1,
  "gap_ev": 10.274,
  "symbols": ["C", "C", "C", "C", "N", "N", "N", "N", "N", "H", "H", "H", "H", "H", "H", "H", "H", "H", "H", "H", "H", "H", "H", "H", "H"],
  "positions_angstrom": [[-3.5332, -0.0747, -0.1590], [1.5839, -0.6097, 0.3076], [-1.9813, 0.0820, -0.5254], [2.0280, 0.7477, -0.2058], [2.8627, -1.3535, 0.2901], [-1.4100, 0.8454, 0.5340], [1.1776, 1.7572, 0.0381], [3.2354, 0.8671, -0.6371], [-1.2598, -1.2108, -0.5675], [-3.5521, -0.5125, 0.7700], [-4.0333, -0.7149, -0.7868], [-3.8763, 0.9722, -0.0908], [0.9984, -0.4121, 1.2409], [0.8701, -1.2517, -0.2560], [-1.8885, 0.5901, -1.4457], [2.7495, -2.2939, 0.0522], [3.3321, -1.4779, 1.2525], [-2.0780, 1.2855, 1.1551], [-0.9487, 0.2316, 1.1297], [0.1730, 1.5882, 0.3517], [1.2357, 2.7445, -0.2098], [3.6066, 1.7061, -0.9537], [3.6849, 0.0172, -0.4172], [-1.3527, -1.7007, 0.2931], [-1.6241, -1.8225, -1.1601]]
}

---

{
  "formula": "C4H16NO2",
  "method": "ωB97M-V with the def2-TZVPD basis set",
  "charge": 1,
  "gap_ev": 1.790,
  "symbols": ["C", "C", "C", "C", "N", "H", "H", "H", "H", "H", "H", "H", "H", "H", "H", "H", "H", "H", "H", "O", "H", "H", "O"],
  "positions_angstrom": [[-5.8110, 1.6211, -0.9793], [-5.8178, 0.3429, -0.1557], [-4.9649, 0.4336, 1.1036], [-4.9900, -0.8487, 1.9262], [-3.0781, -1.7437, -0.2863], [-6.0955, 2.5180, -0.3567], [-4.7572, 1.8704, -1.3144], [-6.4371, 1.4828, -1.8754], [-6.8745, 0.0718, 0.0868], [-5.1878, 1.3236, 1.7140], [-3.8875, 0.5349, 0.7626], [-4.6683, -1.6625, 1.2544], [-5.9767, -1.0633, 2.3388], [-4.2920, -0.8207, 2.7696], [-5.3707, -0.4679, -0.7517], [-3.2702, -2.4795, -0.9705], [-2.2434, -1.8864, 0.2500], [22.7366, 0.3124, 0.4219], [23.7152, 0.5365, -0.5807], [24.1705, -0.0555, 0.0494], [-2.9969, -0.7010, -0.8754], [-2.3053, 0.5389, -1.9046], [-3.0779, 0.4119, -1.3300]]
}

---

{
  "formula": "C4H16NO2",
  "method": "ωB97M-V with the def2-TZVPD basis set",
  "charge": 1,
  "gap_ev": 12.609,
  "symbols": ["C", "C", "C", "C", "N", "H", "H", "H", "H", "H", "H", "H", "H", "H", "H", "H", "H", "H", "H", "O", "H", "H", "O"],
  "positions_angstrom": [[1.7210, 0.0315, 1.4752], [0.6662, 0.7580, 0.6148], [1.1621, 1.2953, -0.7538], [0.4267, 2.5832, -1.2239], [-0.2666, -0.4187, 0.2366], [2.4814, 0.7656, 1.7933], [2.2301, -0.7174, 0.8121], [1.4166, -0.5067, 2.3972], [0.0324, 1.4346, 1.1696], [2.2732, 1.4513, -0.6152], [1.0406, 0.4867, -1.5090], [0.7844, 2.8804, -2.2245], [-0.6226, 2.3154, -1.3078], [0.5722, 3.3453, -0.4640], [-0.8633, -0.1950, -0.5703], [0.2078, -1.2738, -0.1550], [-0.9355, -0.7998, 0.8926], [-0.0948, -2.5153, -2.7062], [-1.1134, -2.6581, -1.6897], [-0.1857, -2.2628, -1.7720], [-3.5373, -1.1636, 1.0824], [-2.5988, -1.1261, 2.5224], [-2.7090, -1.1084, 1.5542]]
}

---

{
  "formula": "C4H16NO2",
  "method": "ωB97M-V with the def2-TZVPD basis set",
  "charge": 2,
  "multiplicity": 2,
  "gap_ev": [12.361, 4.247],
  "symbols": ["C", "C", "C", "C", "N", "H", "H", "H", "H", "H", "H", "H", "H", "H", "H", "H", "H", "H", "H", "O", "H", "H", "O"],
  "positions_angstrom": [[-0.5812, -0.7334, 0.8884], [-0.7177, 0.7888, 1.2347], [0.7073, 1.3817, 1.4690], [1.5207, 1.3431, 0.2216], [-0.9118, -1.0351, -0.5366], [0.4247, -1.0646, 1.1212], [-1.2824, -1.0999, 1.6706], [-1.2980, 1.2871, 0.4398], [-1.3234, 0.9487, 2.1365], [0.5545, 2.4187, 1.8786], [1.2149, 0.9504, 2.3450], [2.0311, 0.3574, 0.1920], [2.4468, 1.9492, 0.0592], [0.9298, 1.4462, -0.6887], [-1.9206, -0.9691, -0.7102], [-0.4900, -1.9152, -0.8715], [-0.5270, -0.2230, -1.0466], [-1.1156, 1.8854, -3.3908], [-0.7870, 2.4059, -1.9295], [-1.0562, 1.6633, -2.4525], [1.5325, -3.7482, -0.5654], [0.0693, -4.4024, -0.8442], [0.5793, -3.6353, -0.6205]]
}

---

{
  "formula": "C4H16NO3",
  "method": "ωB97M-V with the def2-TZVPD basis set",
  "charge": 2,
  "multiplicity": 2,
  "gap_ev": [7.654, 5.200],
  "symbols": ["C", "C", "C", "C", "N", "H", "H", "H", "H", "H", "H", "H", "H", "H", "H", "H", "H", "O", "H", "H", "O", "H", "H", "O"],
  "positions_angstrom": [[-1.8684, -0.6390, -0.4966], [-1.4766, 0.7947, -0.6033], [-3.0325, 0.2115, 0.0962], [-2.9232, 0.2987, 1.5256], [1.1026, -1.1355, -1.4277], [-1.8286, -1.1695, -1.4509], [-1.5319, -1.0422, 0.4933], [-1.5470, 1.4125, -1.5484], [-1.0312, 1.4284, 0.1798], [-3.9113, 0.2390, -0.5504], [-2.6822, -0.6339, 1.9841], [-3.3987, 1.1825, 1.8884], [0.0680, -1.2003, -1.3311], [1.3034, -1.5024, -2.3565], [1.3945, -0.1386, -1.3119], [1.5368, -1.8514, -0.0149], [1.3544, -2.5476, 1.4751], [1.9072, -1.9936, 0.9029], [2.8797, 1.1015, 2.0992], [2.3280, 0.0179, 1.1990], [2.6643, 0.9267, 1.1739], [1.9204, 1.6255, -0.1859], [1.0557, 2.3364, -1.2652], [1.7203, 1.6446, -1.1619]]
}

---

{
  "formula": "C4H16NO7",
  "method": "ωB97M-V with the def2-TZVPD basis set",
  "multiplicity": 2,
  "gap_ev": [11.062, 6.536],
  "symbols": ["C", "C", "C", "O", "N", "C", "O", "O", "H", "H", "H", "H", "H", "H", "H", "H", "H", "H", "O", "H", "H", "O", "H", "H", "O", "H", "H", "O"],
  "positions_angstrom": [[-0.0645, 0.2160, 2.3955], [-1.5083, 0.5279, 1.8769], [-1.9831, 0.0587, 0.4851], [-1.7328, 1.0120, -0.5473], [0.5728, -0.9436, 1.8314], [1.3838, -0.8370, 0.6362], [2.0403, 0.1879, 0.5011], [1.2839, -1.8505, -0.0770], [0.6070, 1.0598, 2.2553], [-0.1302, 0.0301, 3.4720], [-2.1897, 0.1110, 2.6183], [-1.6283, 1.6140, 1.8855], [-3.0716, -0.0296, 0.5330], [-1.5780, -0.9326, 0.2649], [-0.0023, -1.8014, 1.8790], [1.8409, 1.4068, -2.6343], [0.9493, 2.5937, -2.6733], [0.0479, 0.6330, -3.1057], [1.2840, 1.8916, -3.2588], [-0.0032, -0.7092, -2.3440], [-1.2919, 0.6202, -1.3560], [-0.5831, -0.0582, -2.7653], [-0.5434, 2.3413, -0.2631], [0.9393, 2.2618, 0.0624], [0.2579, 2.9057, -0.1786], [0.1540, -2.9828, 0.5013], [0.1664, -4.2738, 1.3143], [-0.4262, -3.5583, 1.0450]]
}

---

{
  "formula": "C4H16NO8",
  "method": "ωB97M-V with the def2-TZVPD basis set",
  "multiplicity": 2,
  "gap_ev": [10.095, 5.895],
  "symbols": ["C", "C", "C", "O", "N", "C", "O", "O", "H", "H", "H", "H", "H", "H", "H", "H", "O", "H", "H", "O", "H", "H", "O", "H", "H", "O", "H", "H", "O"],
  "positions_angstrom": [[1.3528, -0.1749, -0.4754], [1.4233, -1.2199, 0.6185], [0.6431, -0.8046, 1.8731], [1.0830, -1.0823, 2.9503], [1.2538, -0.6078, -1.8719], [0.3390, -1.5878, -2.2087], [0.6791, -2.3457, -3.1848], [-0.8093, -1.6288, -1.7930], [0.4954, 0.4800, -0.3345], [2.2226, 0.4844, -0.4160], [1.1424, -2.2276, 0.3111], [2.4286, -1.3477, 1.0141], [-0.3078, -0.2712, 1.7013], [2.1296, -0.7331, -2.3474], [-0.9284, 1.9999, -2.5055], [0.5563, 1.8003, -2.9541], [-0.1409, 2.4492, -2.8224], [-0.4257, 1.8247, 3.3649], [-0.7902, 2.5392, 2.0533], [-1.1633, 2.2076, 2.8806], [1.1026, 2.2287, 0.6733], [0.2748, 2.8819, -0.4569], [0.5845, 3.0053, 0.4493], [-1.8566, -2.8672, 1.1465], [-2.5619, -1.5855, 1.4651], [-2.3801, -2.4581, 1.8469], [-1.5321, -0.7711, -0.5396], [-2.7908, -0.0031, -0.5008], [-2.0239, -0.1851, 0.0628]]
}

---

{
  "formula": "C4H16O3",
  "method": "ωB97M-V with the def2-TZVPD basis set",
  "smiles": "CC(C)C.O.O.O",
  "gap_ev": 11.574,
  "symbols": ["C", "C", "C", "C", "H", "H", "H", "H", "H", "H", "H", "H", "H", "H", "O", "H", "H", "O", "H", "H", "O", "H", "H"],
  "positions_angstrom": [[0.5374, 0.5656, 0.0801], [0.2801, -0.2656, 1.2754], [1.6051, -0.9528, 1.6745], [-0.7722, -1.3359, 0.9152], [-0.1353, 1.2179, -0.3744], [1.0244, -0.1772, -0.6358], [1.2637, 1.3356, 0.4120], [-0.0983, 0.2440, 2.2415], [1.4313, -1.5805, 2.5840], [1.7674, -1.6450, 0.8081], [2.4270, -0.1294, 1.8937], [-1.6530, -0.8181, 0.5374], [-0.9208, -2.0335, 1.8494], [-0.2764, -1.9336, 0.0656], [4.1163, 1.4918, -1.2323], [4.3752, 2.4237, -1.2452], [4.9953, 1.1761, -1.1363], [-3.8371, 0.4825, 1.7112], [-3.6832, 1.3588, 1.4256], [-3.4202, -0.0680, 1.1525], [-3.0320, 0.2940, -4.2512], [-3.3630, -0.4804, -4.8176], [-2.6318, 0.8299, -4.9334]]
}

---

Total energy? In order: -435.5300, -366.5842, -366.9926, -366.4494, -441.5528, -743.4010, -818.6127, -387.6533 Ha.
Energy above the lowest of the compared OMol25 structures with the same formula, charge and spin? In order: 0.0, 1169.2, 96.7, 96.7, 603.8, 3.6, 70.4, 182.3 kJ/mol.